Formula: C31H52O15
Source: OMol25
Level of theory: the ωB97M-V functional and the def2-TZVPD basis

Energy above the lowest of the compared OMol25 structures with the same formula, charge and spin: 295.7 kJ/mol

Geometry as ORCA input:
```
! RIJCOSX wB97M-V def2-TZVPD def2/J DEFGRID3
* xyz 0 1
C 2.608 -4.695 -1.677
O 2.946 -3.919 -0.490
H 3.055 -5.609 -1.877
H 2.522 -4.066 -2.451
H 1.475 -4.940 -1.672
H 2.289 -3.282 -0.476
C 0.425 -1.333 -0.850
O 0.802 -0.991 0.515
H -0.435 -2.127 -0.816
H 1.308 -1.827 -1.223
H 0.276 -0.624 -1.405
H 0.804 -0.149 0.627
C 2.858 -0.186 -3.765
O 2.327 1.081 -3.503
H 3.280 -0.440 -2.910
H 3.527 -0.394 -4.495
H 2.035 -1.245 -3.694
H 2.031 1.698 -4.377
C -0.236 -3.166 -4.061
O -0.933 -2.007 -4.287
H 0.682 -3.292 -3.649
H -0.129 -3.529 -5.103
H -0.705 -3.886 -3.275
H -1.394 -1.722 -3.502
C 0.012 -1.409 3.861
O -0.608 -0.753 2.841
H 1.050 -1.716 3.787
H -0.550 -2.112 4.161
H 0.352 -0.880 4.706
H -0.446 -1.308 2.148
C -3.507 -1.174 0.559
O -4.381 -1.654 -0.518
H -3.227 -0.151 0.799
H -2.505 -1.800 0.501
H -4.025 -1.635 1.550
H -5.334 -1.306 -0.230
C 2.820 0.479 3.106
O 3.548 1.278 4.022
H 1.675 0.573 3.098
H 3.124 -0.622 3.430
H 3.280 0.403 2.172
H 3.299 2.214 3.990
C -1.347 1.303 -3.046
C -1.203 2.765 -3.149
C -2.198 3.682 -2.793
C -3.304 3.126 -2.085
C -3.375 1.718 -1.791
C -2.429 0.836 -2.346
O -2.609 -0.495 -2.332
O -2.164 4.942 -3.176
H -0.594 0.557 -3.234
H -0.308 3.302 -3.426
H -4.127 3.744 -1.767
H -4.240 1.371 -1.246
H -3.218 -0.725 -1.590
H -2.936 5.491 -3.304
C -2.875 -5.296 1.596
C -2.643 -5.781 2.855
C -1.414 -5.579 3.434
C -0.463 -4.744 2.777
C -0.630 -4.150 1.445
C -1.760 -4.668 0.766
O -2.073 -4.518 -0.487
O -1.211 -6.058 4.808
H -3.754 -5.524 1.259
H -3.614 -6.345 3.416
H 0.534 -4.343 3.312
H 0.203 -3.451 0.892
H -2.968 -4.755 -0.872
H -0.579 -5.479 5.078
C -2.646 4.827 2.203
C -2.801 3.731 2.991
C -2.247 2.452 2.650
C -1.649 2.356 1.393
C -1.534 3.382 0.574
C -2.080 4.619 0.971
O -2.062 5.736 0.094
O -2.443 1.343 3.476
H -3.134 5.620 2.586
H -3.566 3.810 3.953
H -1.315 1.183 1.063
H -1.293 3.155 -0.335
H -1.406 5.396 -0.404
H -1.847 0.583 3.277
C 3.402 3.537 0.664
C 4.395 4.574 0.830
C 5.405 4.675 -0.137
C 5.469 3.974 -1.309
C 4.422 2.969 -1.544
C 3.385 2.805 -0.486
O 2.265 2.020 -0.764
O 6.310 5.658 -0.063
H 2.732 3.626 1.319
H 4.290 5.201 1.662
H 6.368 3.819 -2.019
H 4.472 2.413 -2.232
H 2.073 1.876 -1.698
H 6.338 5.962 0.722
*
```

Atomic partial charges in e from the Löwdin method, atoms 1 to 4: C -0.10; O -0.08; H 0.06; H 0.01

---

Formula: C31H53AsO16P
Source: OMol25
Level of theory: the ωB97M-V functional and the def2-TZVPD basis

Geometry as ORCA input:
```
! RIJCOSX wB97M-V def2-TZVPD def2/J DEFGRID3
* xyz -1 1
C 3.966 -0.414 1.182
O 4.025 -1.811 1.065
C 2.814 -2.381 0.569
C 2.422 -3.607 1.374
C 1.170 -4.249 0.771
C 0.256 -4.917 1.807
C -1.220 -4.823 1.403
As -1.887 -2.935 1.754
C -3.832 -3.452 1.310
C -4.673 -2.199 1.233
C -6.034 -2.372 0.544
C -6.531 -1.092 -0.089
C -6.375 0.131 0.561
C -6.791 1.320 -0.017
C -7.375 1.318 -1.279
C -7.558 0.105 -1.921
C -7.144 -1.085 -1.341
P -2.212 -3.394 4.138
O -2.304 -4.808 4.582
O -1.060 -2.619 4.999
O -3.613 -2.650 4.633
H 3.530 0.073 0.301
H 4.965 -0.012 1.319
H 3.347 -0.144 2.050
H 2.003 -1.648 0.598
H 2.971 -2.684 -0.474
H 2.259 -3.299 2.407
H 3.274 -4.292 1.334
H 1.405 -4.939 -0.042
H 0.578 -3.439 0.335
H 0.395 -4.449 2.787
H 0.511 -5.978 1.910
H -1.251 -4.949 0.319
H -1.799 -5.584 1.922
H -2.391 -1.432 2.098
H -0.420 -2.438 2.116
H -1.750 -2.466 0.282
H -4.186 -4.112 2.110
H -3.853 -4.023 0.379
H -4.104 -1.474 0.631
H -4.793 -1.770 2.229
H -6.790 -2.707 1.260
H -5.983 -3.126 -0.244
H -5.919 0.176 1.542
H -6.629 2.245 0.523
H -7.671 2.258 -1.723
H -8.014 0.084 -2.904
H -7.295 -2.022 -1.862
H -0.876 -1.717 4.690
H -3.519 -1.695 4.539
C 5.919 5.433 2.544
C 5.349 4.180 1.934
C 6.190 2.936 2.113
O 5.819 2.159 0.968
C 5.467 3.024 -0.007
O 5.323 2.733 -1.151
O 5.306 4.270 0.495
H 5.330 6.303 2.258
H 5.927 5.355 3.631
H 6.939 5.601 2.195
H 4.327 4.013 2.285
H 5.978 2.391 3.030
H 7.261 3.145 2.055
C -2.625 3.796 3.173
C -1.507 2.875 2.758
C -1.857 1.886 1.666
O -0.962 0.812 1.946
C -0.722 0.814 3.269
O -0.211 -0.072 3.870
O -1.144 1.984 3.827
H -2.339 4.380 4.048
H -2.876 4.479 2.361
H -3.513 3.223 3.441
H -0.615 3.451 2.489
H -1.699 2.266 0.660
H -2.880 1.510 1.753
C -2.241 -0.397 -4.963
C -2.605 -1.645 -4.200
C -3.564 -1.434 -3.046
O -3.218 -2.507 -2.174
C -1.904 -2.795 -2.376
O -1.248 -3.456 -1.651
O -1.464 -2.184 -3.517
H -1.451 -0.603 -5.685
H -3.110 -0.007 -5.493
H -1.868 0.370 -4.283
H -2.980 -2.415 -4.882
H -4.613 -1.490 -3.327
H -3.381 -0.490 -2.523
C 7.036 2.728 -3.797
C 6.940 3.891 -4.745
C 5.653 3.965 -5.535
O 6.067 4.659 -6.721
C 7.377 4.371 -6.918
O 7.973 4.598 -7.921
O 7.906 3.793 -5.817
H 8.035 2.661 -3.366
H 6.310 2.838 -2.990
H 6.847 1.788 -4.318
H 7.130 4.830 -4.218
H 4.860 4.508 -5.029
H 5.290 2.976 -5.822
*
```

Atomic partial charges in e from the Löwdin method, atoms 1 to 4: C -0.13; O -0.19; C -0.24; C -0.19

---

Formula: C31H53ClF3N2O5
Source: OMol25
Level of theory: the ωB97M-V functional and the def2-TZVPD basis

Geometry as ORCA input:
```
! RIJCOSX wB97M-V def2-TZVPD def2/J DEFGRID3
* xyz -1 1
C 4.554 -2.477 -1.260
C 3.543 -3.464 -0.645
C 2.144 -2.852 -0.416
C 2.240 -1.553 0.430
C 2.119 -0.273 -0.426
C 2.782 0.950 0.298
C 3.692 1.687 -0.700
C 4.209 3.055 -0.199
C 3.218 4.219 -0.395
C 2.036 4.271 0.594
C 2.435 4.023 2.057
C 1.250 4.232 3.019
C 0.249 3.060 2.968
C 0.664 1.888 3.890
C 0.435 0.521 3.223
C -1.056 0.328 2.810
C -1.143 0.041 1.296
C -2.649 -0.071 0.880
C -2.909 0.555 -0.512
C -1.879 -0.069 -1.400
N -1.089 -0.565 -2.051
C -2.649 2.090 -0.471
C -1.500 2.606 -1.342
C -1.384 4.150 -1.287
Cl -1.594 4.834 0.359
C -4.283 0.179 -1.139
O -4.182 0.425 -2.545
C -4.600 -1.270 -0.984
N -4.552 -2.398 -0.847
C -5.502 1.020 -0.680
C -5.530 1.407 0.792
O -5.751 0.670 1.687
O -5.263 2.746 1.030
H 5.388 -3.061 -1.666
H 4.998 -1.838 -0.491
H 4.078 -1.897 -2.051
H 3.903 -3.834 0.323
H 3.415 -4.343 -1.283
H 1.630 -2.648 -1.360
H 1.533 -3.576 0.124
H 3.160 -1.505 1.021
H 1.416 -1.579 1.154
H 1.078 -0.059 -0.684
H 2.652 -0.410 -1.371
H 1.961 1.605 0.611
H 3.335 0.631 1.185
H 3.181 1.857 -1.654
H 4.551 1.030 -0.883
H 4.578 2.975 0.829
H 5.089 3.303 -0.809
H 2.826 4.172 -1.418
H 3.796 5.147 -0.299
H 1.578 5.268 0.576
H 1.266 3.559 0.276
H 2.811 3.004 2.207
H 3.264 4.700 2.301
H 0.731 5.149 2.705
H 1.582 4.416 4.046
H 0.141 2.712 1.936
H -0.713 3.462 3.306
H 0.164 1.957 4.861
H 1.744 1.991 4.065
H 1.062 0.453 2.333
H 0.668 -0.266 3.946
H -1.654 1.214 3.059
H -1.524 -0.503 3.349
H -0.684 -0.927 1.093
H -0.640 0.855 0.769
H -2.891 -1.135 0.910
H -3.227 0.425 1.664
H -2.393 2.334 0.565
H -3.532 2.684 -0.718
H -1.697 2.382 -2.394
H -0.527 2.218 -1.034
H -0.370 4.412 -1.596
H -2.052 4.624 -2.007
H -3.989 -0.406 -2.996
H -5.649 1.905 -1.299
H -6.388 0.399 -0.843
H -4.459 2.807 1.562
C -1.814 -4.467 -2.389
C -2.344 -5.861 -2.066
O -1.606 -6.921 -2.624
C -0.403 -7.388 -1.913
O -0.607 -7.628 -0.654
C 0.814 -6.436 -2.140
F 0.861 -5.945 -3.415
F 1.983 -7.099 -1.972
F 0.869 -5.364 -1.326
H -1.466 -4.411 -3.421
H -2.601 -3.721 -2.237
H -0.986 -4.190 -1.740
H -3.338 -5.944 -2.520
H -2.487 -5.992 -0.988
H -0.122 -8.258 -2.553
*
```

Atomic partial charges in e from the Löwdin method, atoms 1 to 4: C -0.11; C -0.25; C -0.21; C -0.20

---

no.,HOMO (eV),electronic energy (a.u.),strongest force on any atom (hartree/bohr)
1,-7.87,-2340.3600,0.3159
2,-3.37,-4994.0408,0.0186
3,-3.48,-2458.5196,0.0414